No. 1
Density functional theory data (the ωB97M-V functional and the def2-TZVPD basis) for one molecule with the formula C18H19NO3.

Each line ends with the Mulliken charge.
Geometry (Å):
C -0.436 2.446 -0.011  -0.650
O -0.555 1.598 -1.132  -0.399
C 0.575 0.789 -1.293  -0.285
C 0.313 0.026 -2.641  0.189
C 1.363 -0.119 -3.543  -0.357
C 1.167 -0.644 -4.816  -0.592
C -0.114 -1.026 -5.214  -0.363
C -1.188 -0.842 -4.348  -0.612
C -0.982 -0.274 -3.068  -0.244
H -1.419 2.506 0.427  0.276
H 0.309 1.987 0.683  0.302
H -0.124 3.457 -0.249  0.271
H 1.407 1.549 -1.408  0.538
H 2.343 0.255 -3.259  0.409
H 2.026 -0.774 -5.491  0.361
H -0.244 -1.505 -6.193  0.355
H -2.195 -1.171 -4.656  0.342
H -1.867 -0.018 -2.495  0.387
C -2.194 1.660 4.143  -0.454
C -0.804 1.742 4.357  -0.553
C 0.047 0.820 3.744  -0.319
C -0.469 -0.154 2.863  0.526
C 0.457 -1.145 2.189  -1.507
C 0.468 -1.336 0.658  0.320
C 1.517 -2.425 0.485  -0.573
O 2.740 -1.748 0.168  -0.358
C 2.416 -0.504 -0.223  0.300
O 3.209 0.274 -0.715  -0.631
N 1.028 -0.222 -0.120  0.460
C -1.857 -0.244 2.673  -0.304
C -2.712 0.666 3.298  -0.585
H -2.864 2.385 4.613  0.373
H -0.390 2.519 5.023  0.362
H 1.124 0.856 3.923  0.333
H 1.470 -1.010 2.606  0.414
H 0.121 -2.140 2.548  0.393
H -0.539 -1.663 0.328  0.451
H 1.702 -3.102 1.325  0.438
H 1.211 -3.039 -0.356  0.304
H -2.262 -1.028 2.036  0.334
H -3.799 0.594 3.142  0.349

## Properties
Kohn-Sham gap ... 9.76 eV
Relative energy (zero: lowest compared OMol25 entry of this formula, charge and spin) ... 2.6313 eV
Structure (SMILES) ... CO[C@H](c1ccccc1)N1C(=O)OC[C@H]1Cc1ccccc1

No. 2
Density functional theory data (the ωB97M-V functional and the def2-TZVPD basis) for C18H19O7V as an isolated structure.

Each line ends with the Mulliken charge.
Geometry (Å):
V -2.330 -0.023 0.798  1.547
O -2.594 3.719 1.357  -0.483
C -2.117 2.733 0.915  -0.110
O -2.121 1.540 1.620  -0.619
C -1.413 2.618 -0.437  0.289
C -0.229 1.656 -0.328  -0.495
C 0.694 1.706 -1.528  -0.449
C -0.152 1.033 -2.636  -1.007
C -1.442 0.703 -1.914  -0.276
O -0.949 0.361 -0.544  0.408
C -2.279 1.944 -1.580  0.039
C -3.677 1.489 -1.170  0.025
O -4.693 1.962 -1.547  -0.489
O -3.660 0.395 -0.324  -0.786
H -1.113 3.625 -0.718  0.632
H 0.259 1.610 0.642  0.616
H 1.602 1.143 -1.325  -0.080
H 0.967 2.734 -1.759  0.466
H 0.323 0.125 -3.002  0.435
H -0.346 1.683 -3.487  0.393
H -2.001 -0.146 -2.297  0.599
H -2.399 2.612 -2.430  0.664
C 4.069 -0.159 0.088  -1.706
C 2.761 -0.788 0.479  0.274
C 2.095 -0.388 1.635  -0.408
C 0.901 -0.980 2.028  0.622
C 0.220 -0.543 3.304  -1.633
C 0.387 -2.004 1.228  1.286
C 1.035 -2.451 0.073  1.051
C 0.479 -3.578 -0.755  -1.757
C 2.216 -1.816 -0.286  -0.664
C -0.927 -2.597 1.567  -0.578
O -1.264 -3.668 1.890  -0.408
O -1.967 -1.580 1.358  -0.668
H 4.188 0.828 0.534  0.389
H 4.158 -0.067 -0.995  0.401
H 4.902 -0.776 0.429  0.419
H 2.531 0.384 2.260  0.476
H 0.963 -0.265 4.050  0.498
H -0.397 -1.333 3.732  0.323
H -0.420 0.332 3.151  0.168
H -0.573 -3.423 -1.005  0.380
H 0.540 -4.522 -0.212  0.381
H 1.036 -3.683 -1.683  0.413
H 2.736 -2.145 -1.179  0.420

## Properties
Kohn-Sham gap (alpha / beta) ... 6.91 / 7.50 eV
Charge ... +1
Multiplicity ... 2
Expectation value of S² ... 0.7573

No. 3
Density functional theory data (the ωB97M-V functional and the def2-TZVPD basis) for C18H20Br2CaCl3N4OS as an isolated structure.

Each line ends with the Mulliken charge.
Geometry (Å):
Ca 0.598 -0.447 -0.214  1.151
N 1.381 3.785 1.990  -0.491
C 0.983 2.627 1.347  0.618
S 2.301 1.611 0.728  -0.578
N -0.317 2.487 1.282  -1.225
N -0.669 1.321 0.590  0.622
C -1.909 1.195 0.330  -1.226
C -2.503 -0.022 -0.386  2.634
C -3.731 -0.479 0.377  -1.314
C -4.117 -1.759 0.253  -0.244
C -3.287 -2.731 -0.414  -1.241
C -1.986 -2.348 -0.630  -0.116
N -1.496 -1.104 -0.495  -0.638
H 2.324 3.776 2.336  0.223
H 0.677 4.197 2.580  0.249
H -2.591 1.988 0.642  0.375
H -4.295 0.224 0.980  0.365
H -5.031 -2.085 0.742  0.408
H -3.578 -3.766 -0.511  0.387
H -1.247 -3.112 -0.876  0.328
Br 4.099 0.022 -3.819  -0.107
C 2.796 1.257 -3.118  -0.181
Br 0.962 0.694 -3.375  -0.042
H 2.913 2.193 -3.643  0.361
H 2.944 1.369 -2.050  -0.013
Cl 2.291 -7.528 0.358  -0.259
C 2.150 -5.839 -0.101  0.513
C 2.016 -4.879 0.882  -0.881
C 1.912 -3.559 0.499  0.915
Cl 1.704 -2.322 1.759  -0.283
C 1.940 -3.109 -0.840  -0.085
O 1.841 -1.861 -1.148  -0.784
C 2.057 -4.150 -1.790  0.384
Cl 2.067 -3.712 -3.476  -0.209
C 2.166 -5.481 -1.438  -0.810
H 1.984 -5.148 1.928  0.416
H 2.258 -6.237 -2.206  0.410
C -4.988 1.214 -2.977  -1.751
C -3.917 1.538 -1.944  1.049
C -3.233 2.863 -2.275  -1.541
C -2.895 0.398 -1.822  -1.033
H -5.745 2.002 -3.041  0.424
H -5.488 0.273 -2.738  0.402
H -4.539 1.105 -3.971  0.356
H -4.425 1.653 -0.980  0.202
H -2.785 2.815 -3.274  0.344
H -2.427 3.101 -1.576  0.315
H -3.941 3.698 -2.264  0.425
H -1.970 0.672 -2.346  -0.214
H -3.270 -0.514 -2.297  0.391

## Properties
Kohn-Sham gap ... 6.34 eV
Relative energy (zero: lowest compared OMol25 entry of this formula, charge and spin) ... 0.3146 eV
Charge ... -1

No. 4
Density functional theory data (the ωB97M-V functional and the def2-TZVPD basis) for C18H20Cl40INOPS as an isolated structure.

Each line ends with the Mulliken charge.
Geometry (Å):
C 3.161 -1.854 3.833  -0.675
C 2.867 -0.313 4.155  -0.312
C 1.319 0.107 4.173  -0.823
I 1.182 1.598 5.814  0.159
S 0.710 0.994 2.664  0.380
C -1.152 0.743 2.427  -0.300
C -1.921 0.321 3.758  -0.559
C -2.220 -1.252 3.928  0.588
C -1.267 -2.220 3.083  -0.448
C -3.748 -1.585 3.471  -0.978
P 1.529 0.122 0.814  0.791
N 0.615 -1.368 0.448  -0.297
O 3.144 -0.381 1.016  -0.496
H 3.947 -1.938 2.994  0.234
H 2.239 -2.490 3.641  -0.129
H 3.686 -2.302 4.756  0.357
H 3.421 0.422 3.463  0.291
H 3.296 -0.102 5.201  0.526
H 0.694 -0.775 4.521  0.338
H -1.379 0.045 1.553  0.394
H -1.548 1.774 2.114  0.335
H -2.955 0.831 3.702  0.364
H -1.459 0.681 4.731  -0.086
H -2.101 -1.490 5.047  0.367
H -1.753 -2.565 2.107  0.453
H -1.134 -3.180 3.708  -0.191
H -0.219 -1.823 2.893  -0.238
H -4.173 -0.790 2.782  0.050
H -4.379 -1.685 4.416  0.318
H -3.754 -2.609 2.946  0.352
H 1.082 -2.197 0.842  0.209
H 0.516 -1.451 -0.580  0.254
H 3.121 -1.371 0.984  0.211
C 0.705 -5.315 5.099  0.272
Cl 1.699 -6.694 5.607  -0.084
Cl 0.977 -4.996 3.371  -0.075
Cl -1.009 -5.688 5.370  -0.088
Cl 1.156 -3.880 6.049  -0.066
C 1.555 0.608 -3.325  0.066
Cl 2.151 -0.531 -2.097  0.059
Cl 1.990 2.262 -2.855  0.014
Cl 2.292 0.221 -4.892  0.073
Cl -0.212 0.472 -3.450  -0.132
C -4.831 2.919 1.168  0.130
Cl -4.255 3.507 2.743  -0.086
Cl -5.976 4.088 0.483  -0.077
Cl -3.449 2.730 0.066  -0.026
Cl -5.642 1.352 1.379  0.005
C 1.919 6.215 5.942  0.271
Cl 1.803 5.327 4.407  -0.016
Cl 3.564 6.854 6.133  -0.087
Cl 0.759 7.558 5.937  -0.088
Cl 1.550 5.119 7.292  -0.096
C 3.525 -4.372 -2.719  0.255
Cl 1.912 -5.103 -2.858  -0.104
Cl 4.737 -5.647 -2.494  -0.077
Cl 3.891 -3.458 -4.196  -0.039
Cl 3.556 -3.271 -1.321  -0.054
C -7.457 -1.857 -0.306  0.340
Cl -6.882 -1.273 1.271  -0.087
Cl -8.599 -0.684 -0.990  -0.084
Cl -6.074 -2.049 -1.404  -0.100
Cl -8.268 -3.422 -0.096  -0.089
C 4.841 3.373 -5.719  0.279
Cl 6.301 4.226 -6.258  -0.090
Cl 4.147 2.469 -7.083  -0.043
Cl 5.264 2.245 -4.413  -0.073
Cl 3.652 4.551 -5.124  -0.087
C 1.258 -1.570 -8.395  0.238
Cl 2.057 -0.004 -8.134  -0.062
Cl 0.125 -1.885 -7.063  -0.081
Cl 0.371 -1.532 -9.931  -0.033
Cl 2.482 -2.856 -8.448  -0.094
C 0.250 4.428 0.486  0.150
Cl 0.463 2.725 0.990  -0.262
Cl -0.195 4.494 -1.231  -0.075
Cl -1.032 5.187 1.452  -0.041
Cl 1.775 5.299 0.738  -0.093
C -2.043 1.192 -12.517  0.350
Cl -2.306 -0.565 -12.510  -0.099
Cl -3.420 2.000 -11.739  -0.093
Cl -0.554 1.571 -11.626  -0.075
Cl -1.892 1.762 -14.192  -0.088

## Properties
Kohn-Sham gap ... 8.60 eV
Charge ... +1